No. 1
The following is a quantum chemistry calculation of a structure of composition C28H25CdF5N3S, from the OMol25 dataset.

Each line ends with the Mulliken charge.
Geometry (Å):
Cd (-0.32413, 0.31515, -0.34672)  1.023
C (0.67304, -1.83443, 2.34211)  -1.155
C (-0.79851, -1.52379, 2.39025)  0.964
C (-1.66555, -2.33221, 3.08903)  -0.933
C (-3.04777, -2.00586, 3.07976)  -0.736
C (-3.46975, -0.89969, 2.40495)  -0.547
C (-2.54027, -0.08947, 1.70595)  -0.015
N (-1.19077, -0.43448, 1.70777)  -0.372
C (-2.92296, 1.05326, 0.93046)  1.096
C (-4.22924, 1.55732, 0.82809)  -0.698
C (-4.46379, 2.62604, -0.02587)  -0.705
C (-3.44101, 3.19587, -0.77418)  -0.809
C (-2.14148, 2.68256, -0.63496)  0.391
N (-1.91713, 1.66122, 0.23657)  -0.258
C (-0.98915, 3.13501, -1.35986)  0.564
C (-1.02735, 4.23453, -2.25133)  -0.760
C (0.09772, 4.63786, -2.90563)  -0.692
C (1.31725, 3.95144, -2.66799)  -0.823
C (1.31346, 2.89205, -1.78971)  0.207
C (2.63816, 2.23457, -1.45928)  -0.284
N (0.21524, 2.45509, -1.15819)  0.158
H (1.02651, -2.20152, 3.30635)  0.430
H (0.88480, -2.59368, 1.58692)  0.097
H (1.23470, -0.93569, 2.08235)  0.047
H (-1.29226, -3.19206, 3.62886)  0.410
H (-3.76201, -2.63377, 3.59861)  0.413
H (-4.52055, -0.65064, 2.37867)  0.286
H (-5.03720, 1.12156, 1.39437)  0.296
H (-5.46937, 3.01803, -0.12007)  0.397
H (-3.65154, 4.00284, -1.45840)  0.258
H (-1.95840, 4.76254, -2.40180)  0.245
H (0.06429, 5.48024, -3.58551)  0.391
H (2.24028, 4.25606, -3.14184)  0.392
H (3.16343, 2.90509, -0.77042)  0.240
H (1.97045, 0.87049, 0.05450)  0.138
H (3.22761, 2.21557, -2.37804)  0.460
F (-3.81183, -5.27812, 1.07087)  -0.377
C (-2.86498, -4.50362, 0.51125)  0.629
C (-3.20311, -3.29581, -0.07280)  0.333
F (-4.48106, -2.89677, -0.08681)  -0.379
C (-2.21645, -2.50883, -0.63822)  0.131
F (-2.60578, -1.34390, -1.20156)  -0.641
C (-0.87022, -2.86719, -0.64050)  0.806
S (0.40153, -1.86197, -1.32808)  -0.736
C (-0.57303, -4.09339, -0.04863)  -0.200
F (0.69829, -4.53006, 0.00755)  -0.449
C (-1.54043, -4.90378, 0.51549)  0.311
F (-1.19889, -6.07177, 1.08685)  -0.344
C (4.92848, 0.27419, -1.63595)  -2.051
C (3.92707, 0.19895, -0.48043)  2.193
C (4.51427, 0.89419, 0.75048)  -1.931
C (3.67232, -1.27063, -0.14374)  -1.446
C (2.57454, 0.83705, -0.86095)  -0.437
H (5.80879, -0.33142, -1.40967)  0.474
H (5.26484, 1.29461, -1.81768)  0.402
H (4.48788, -0.10778, -2.55941)  0.378
H (5.45982, 0.42816, 1.03853)  0.489
H (3.83040, 0.82050, 1.59841)  0.321
H (4.70783, 1.95113, 0.56558)  0.404
H (4.59205, -1.75332, 0.19489)  0.494
H (3.29692, -1.81518, -1.01194)  0.405
H (2.92420, -1.36987, 0.64588)  -0.028
H (2.06979, 0.16755, -1.56521)  0.134

orbital gap (alpha / beta)	0.16586 / 0.16798	Eh
charge	-1
energy above the lowest of the compared OMol25 structures with the same formula, charge and spin	0.0	kJ/mol
HOMO level (alpha / beta)	-1.88 / -1.94	eV
total energy	-62900.85776	eV



No. 2
The following is a quantum chemistry calculation of a structure of composition C22H32CoF2PSbSe2, from the OMol25 dataset.

Each line ends with the Mulliken spin population.
Geometry (Å):
Co (1.92649, 0.02743, -0.34572)  2.695
Se (1.85818, -0.24606, 2.12760)  0.081
P (0.73951, -1.97005, 1.43473)  0.005
Se (0.59679, -2.01321, -0.73484)  0.085
C (1.49592, -3.48676, 2.06658)  -0.005
C (2.06123, -4.43019, 1.21924)  0.002
C (2.64831, -5.57205, 1.75494)  0.001
C (2.66791, -5.76630, 3.12715)  0.000
C (2.10236, -4.81960, 3.97563)  0.001
C (1.51782, -3.68091, 3.44823)  -0.001
C (-0.93060, -1.98348, 2.14206)  -0.002
C (-1.38168, -0.95669, 2.96212)  0.007
C (-2.68095, -0.99003, 3.46120)  0.001
C (-3.52011, -2.04521, 3.14173)  0.001
C (-3.06802, -3.07444, 2.32190)  0.001
C (-1.77791, -3.04477, 1.82043)  0.000
H (2.04643, -4.26805, 0.14982)  0.001
H (3.09226, -6.30704, 1.09536)  0.000
H (3.12496, -6.65599, 3.54093)  0.000
H (2.11963, -4.97039, 5.04779)  0.000
H (1.08161, -2.93917, 4.10757)  0.000
H (-0.71854, -0.13526, 3.20315)  0.002
H (-3.03228, -0.18961, 4.10059)  0.000
H (-4.53015, -2.06978, 3.52970)  0.000
H (-3.72482, -3.89892, 2.07308)  0.000
H (-1.42621, -3.84153, 1.17477)  0.000
F (3.73242, 1.47311, -1.95113)  0.007
C (3.73137, 0.23330, -1.26327)  0.053
F (3.87459, -0.71539, -2.27700)  0.008
H (4.69042, 0.23546, -0.74649)  -0.007
C (1.70430, 4.24325, -2.36207)  0.007
C (0.46831, 3.96031, -1.50453)  0.020
C (-0.77372, 4.67201, -2.04018)  0.002
Sb (0.26970, 1.83041, -1.21231)  -0.019
C (-1.42091, 1.64483, 0.11725)  0.010
C (-1.17760, 2.53668, 1.33197)  0.007
C (-2.81207, 1.84378, -0.47963)  0.001
C (-0.44271, 0.98186, -3.06520)  0.009
C (0.77925, 0.57137, -3.89193)  0.013
C (-1.42337, 1.81130, -3.88936)  -0.002
H (1.89713, 5.32044, -2.39840)  0.001
H (1.55137, 3.90589, -3.39108)  0.000
H (2.59890, 3.74843, -1.98523)  -0.003
H (0.65784, 4.30607, -0.48435)  0.000
H (-0.91373, 4.47344, -3.10182)  0.000
H (-0.65425, 5.75478, -1.92716)  0.000
H (-1.68930, 4.38731, -1.52265)  0.000
H (-1.32758, 0.59884, 0.42154)  0.003
H (-1.23442, 3.59555, 1.06457)  0.000
H (-0.20399, 2.34985, 1.79117)  -0.001
H (-1.94318, 2.35539, 2.09493)  0.001
H (-3.00104, 2.88858, -0.73070)  0.001
H (-3.57379, 1.54669, 0.25043)  0.000
H (-2.97218, 1.24268, -1.37658)  0.000
H (-0.94227, 0.07989, -2.70176)  0.003
H (1.36231, 1.44077, -4.20291)  0.003
H (0.46033, 0.04750, -4.79999)  0.000
H (1.45547, -0.09055, -3.34806)  0.007
H (-0.91226, 2.63866, -4.38529)  0.001
H (-2.24182, 2.22598, -3.30093)  0.000
H (-1.86172, 1.18964, -4.67760)  0.000

orbital gap (alpha / beta)	0.29378 / 0.31858	Eh
charge	0
energy above the lowest of the compared OMol25 structures with the same formula, charge and spin	0.0	kJ/mol
HOMO level (alpha / beta)	-7.66 / -8.39	eV
total energy	-212914.78622	eV
expectation value of S²	3.76
multiplicity	4



No. 3
The following is a quantum chemistry calculation of a cluster of 2 separate species, CH3ClOS in total, from the OMol25 dataset.

Each line ends with the Mulliken charge.
Geometry (Å):
C (0.14211, -0.88519, -0.82176)  -1.078
O (-1.62658, 1.43226, 0.88919)  -0.366
S (-0.44663, 0.72621, 1.22700)  0.466
Cl (1.26811, 1.81336, 1.05460)  -0.155
H (0.84896, -0.19872, -1.25903)  0.362
H (-0.74167, -1.37772, -1.01976)  0.393
H (0.55570, -1.51019, -0.07025)  0.378

orbital gap (alpha / beta)	0.31378 / 0.29709	Eh
charge	0
energy above the lowest of the compared OMol25 structures with the same formula, charge and spin	226.3	kJ/mol
HOMO level (alpha / beta)	-8.83 / -8.98	eV
total energy	-26487.68620	eV



No. 4
The following is a quantum chemistry calculation of the molecule C5H8O, from the OMol25 dataset.

Each line ends with the Mulliken charge.
Geometry (Å):
O (0.71749, -2.06775, 0.12895)  -0.304
C (0.65899, -1.22455, 1.15094)  -0.399
C (1.09111, 0.12867, 0.61758)  -0.568
C (-0.22710, 0.61135, 0.03316)  0.763
C (-0.37713, 0.48649, -1.45943)  -1.148
C (-1.22201, 0.98030, 0.84120)  -0.893
H (0.34449, -2.90752, 0.43520)  0.400
H (1.87042, 0.07346, -0.15410)  0.328
H (1.42533, 0.76291, 1.44231)  0.315
H (0.05702, 1.35983, -1.96206)  0.274
H (-1.42711, 0.40779, -1.75695)  0.356
H (0.15489, -0.39822, -1.82604)  0.307
H (-1.07883, 1.04650, 1.91657)  0.280
H (-2.20794, 1.22699, 0.45457)  0.290

orbital gap	0.34762	Eh
charge	0
energy above the lowest of the compared OMol25 structures with the same formula, charge and spin	308.4	kJ/mol
HOMO level	-8.54	eV
total energy	-7359.05885	eV



No. 5
The following is a quantum chemistry calculation of a cluster of 2 separate species, C4H9BrN in total, from the OMol25 dataset.

Each line ends with the Mulliken charge.
Geometry (Å):
C (-1.27006, 0.75558, 3.08758)  -0.331
C (-0.41903, 0.23451, 2.23032)  -0.072
C (-0.84982, -0.12655, -1.12849)  -0.943
C (0.60855, 0.31065, -1.20838)  -0.340
N (1.57345, -0.72665, -1.82790)  -0.367
Br (1.36693, -0.06476, 2.00947)  -0.043
H (-1.22921, 0.83337, 4.18400)  0.294
H (-2.35520, 0.86846, 2.72729)  0.195
H (-1.54932, -0.23662, -2.02704)  0.371
H (-0.89912, -1.02773, -0.48101)  0.408
H (-1.26419, 0.72774, -0.54170)  0.263
H (1.01294, 1.37256, -1.17087)  0.410
H (0.91728, -1.54710, -2.08677)  0.406
H (2.35054, -1.05772, -1.10776)  0.382
H (2.00624, -0.31574, -2.65876)  0.367

orbital gap (alpha / beta)	0.26132 / 0.33290	Eh
charge	+1
energy above the lowest of the compared OMol25 structures with the same formula, charge and spin	398.6	kJ/mol
HOMO level (alpha / beta)	-11.91 / -12.88	eV
total energy	-75814.11676	eV



No. 6
The following is a quantum chemistry calculation of the ion C3H6N3S with charge +1, from the OMol25 dataset.

Each line ends with the Mulliken charge.
Geometry (Å):
C (1.56950, -0.72250, 0.20670)  -0.399
C (1.01234, 0.27560, -0.58292)  0.484
C (-2.11556, -0.14370, 1.06076)  -0.709
N (-0.34749, 0.57733, -0.23668)  -0.502
N (-0.76092, -0.23053, 0.63652)  0.495
N (1.58875, 0.95612, -1.57890)  -0.386
S (0.37631, -1.27449, 1.32433)  0.157
H (2.47563, -1.22858, -0.13063)  0.358
H (-2.02227, 0.53608, 1.82109)  0.373
H (-2.68966, 0.20892, 0.30166)  0.349
H (-2.48277, -1.14933, 1.33562)  0.267
H (2.43632, 0.68616, -2.14266)  0.256
H (0.95982, 1.50891, -2.01489)  0.255

orbital gap (alpha / beta)	0.29704 / 0.29702	Eh
charge	+1
energy above the lowest of the compared OMol25 structures with the same formula, charge and spin	152.6	kJ/mol
HOMO level (alpha / beta)	-13.40 / -13.40	eV
total energy	-18505.17993	eV



Number 1: largest force on an atom 0.47 eV/Å. Number 2: largest force on an atom 0.80 eV/Å. Number 3: largest force on an atom 3.35 eV/Å. Number 4: largest force on an atom 0.43 eV/Å. Number 5: largest force on an atom 2.76 eV/Å. Number 6: largest force on an atom 3.71 eV/Å.